Entry 1:
18
Properties=species:S:1:pos:R:3 method="wB97M-V/def2-TZVPD" lumo_energy_ha=0.0287 mol_weight_g_mol=101.15 homo_ev=-7.7 max_force_ev_per_a=4.48 smiles="C=C/C(C)=C/N.O"
C -1.037 -1.758 0.106
N -1.290 0.987 0.638
C -0.470 0.554 -0.448
C -0.244 -0.790 -0.720
C 0.931 -1.151 -1.474
C 1.385 -0.666 -2.590
H -1.376 -1.377 1.167
H -2.038 -1.976 -0.468
H -0.576 -2.730 0.245
H -2.304 0.639 0.559
H -1.237 1.989 0.935
H -0.134 1.358 -1.093
H 1.429 -2.142 -1.291
H 1.281 0.351 -2.958
H 2.044 -1.170 -3.274
H 0.614 2.282 3.237
H 1.682 2.667 4.131
O 1.340 2.934 3.301

Entry 2:
61
Properties=species:S:1:pos:R:3 method="wB97M-V/def2-TZVPD" lumo_energy_ha="-0.0248 / -0.0448" mol_weight_g_mol=670.38 spin_multiplicity=3 homo_ev="-7.9 / -8.0" max_force_ev_per_a=3.03
V 0.153 0.849 -0.484
C 3.005 1.608 -1.644
N 2.183 1.841 -0.445
C 2.937 1.393 0.745
C 1.994 0.824 1.798
N 0.942 0.141 1.065
C 0.386 -0.981 1.658
C 0.209 -2.117 0.928
F -1.304 -0.053 -0.078
C -0.512 -3.357 1.310
F -1.804 -3.449 0.746
C -0.639 -3.460 2.777
F -1.049 -4.603 3.327
C -0.463 -2.348 3.538
F -0.706 -2.398 4.852
C -0.024 -1.107 3.005
F 0.069 -0.072 3.838
C 1.830 3.273 -0.374
C 0.669 3.480 0.581
N -0.354 2.496 0.233
C -1.662 2.746 0.606
C -2.046 3.394 1.790
F -1.113 3.856 2.639
C -3.366 3.523 2.181
F -3.655 4.120 3.338
C -4.381 3.020 1.392
F -5.650 3.123 1.777
C -4.056 2.436 0.180
F -5.027 2.015 -0.626
C -2.738 2.338 -0.209
F -2.490 1.935 -1.456
H 3.963 2.134 -1.568
H 2.486 1.965 -2.529
H 3.191 0.540 -1.758
H 3.552 2.202 1.151
H 3.599 0.586 0.431
H 1.594 1.600 2.454
H 2.550 0.127 2.432
H 1.517 3.585 -1.370
H 2.695 3.872 -0.068
H 0.284 4.495 0.459
H 0.999 3.385 1.616
O 0.150 1.280 -4.388
C 0.142 0.771 -3.296
O 0.208 1.399 -2.151
C 0.079 -0.721 -3.084
C -0.393 -1.613 -4.027
C -0.519 -2.945 -3.661
C -0.125 -3.354 -2.389
C -0.309 -4.722 -1.897
C -0.063 -5.079 -0.637
C 0.498 -4.129 0.367
C 0.959 -2.754 -0.195
C 0.420 -2.384 -1.546
N 0.487 -1.099 -1.868
H -0.684 -1.247 -5.001
H -0.938 -3.664 -4.354
H -0.712 -5.445 -2.597
H -0.275 -6.086 -0.298
H 1.271 -4.602 0.972
H 2.037 -2.565 -0.185

Entry 3:
14
Properties=species:S:1:pos:R:3 method="wB97M-V/def2-TZVPD" lumo_energy_ha="-0.0771 / -0.0771" mol_weight_g_mol=119.13 homo_ev="-9.9 / -9.9" max_force_ev_per_a=5.47
C 2.033 -2.187 -0.190
C -0.029 2.140 -0.762
C 0.201 2.187 0.632
C -0.329 0.819 -1.006
C -1.169 -2.083 0.704
C -0.294 -1.169 0.389
N 3.012 -2.555 -0.660
N 0.023 1.011 1.207
N -0.257 0.173 0.208
H 0.022 2.879 -1.403
H 0.468 2.997 1.343
H -0.507 0.547 -2.028
H -2.267 -1.621 0.898
H -0.909 -3.138 0.668

Entry 4:
65
Properties=species:S:1:pos:R:3 method="wB97M-V/def2-TZVPD" lumo_energy_ha="0.0894 / 0.0887" mol_weight_g_mol=643.51 spin_multiplicity=2 homo_ev="-5.5 / -5.1" charge=-1 max_force_ev_per_a=1.04
Mn -0.088 -0.474 -2.318
O 3.357 1.847 -3.193
C 2.176 1.232 -3.214
O 2.025 0.041 -3.201
C 0.989 2.160 -3.230
C 1.026 3.531 -3.200
C -0.207 4.191 -3.118
C -1.375 3.462 -3.058
C -1.302 2.070 -3.068
N -0.135 1.467 -3.177
C -2.473 1.119 -2.883
O -3.601 1.577 -3.048
O -2.091 -0.045 -2.570
H 4.013 1.157 -3.003
H 1.966 4.064 -3.215
H -0.235 5.273 -3.081
H -2.348 3.925 -2.973
C -5.726 -2.909 0.324
C -4.347 -3.004 -0.275
C -4.122 -3.759 -1.423
C -2.872 -3.806 -2.014
C -1.826 -3.089 -1.450
C -2.021 -2.350 -0.292
C -3.280 -2.312 0.285
S -0.287 -3.080 -2.309
O 0.052 -4.437 -2.611
O 0.635 -2.307 -1.429
O -0.501 -2.201 -3.486
H -6.391 -3.665 -0.094
H -6.164 -1.929 0.126
H -5.699 -3.042 1.407
H -4.944 -4.307 -1.871
H -2.709 -4.380 -2.918
H -1.198 -1.799 0.146
H -3.436 -1.707 1.171
O -1.895 1.376 0.107
C -0.722 1.154 0.309
N -0.100 1.390 1.538
C 1.227 0.826 1.559
C 1.410 0.579 0.042
O 2.502 0.312 -0.435
N 0.217 0.670 -0.599
C 1.243 -0.500 2.325
C 0.984 -0.464 3.696
C 0.918 -1.630 4.437
C 1.111 -2.859 3.812
C 1.372 -2.902 2.452
C 1.445 -1.727 1.708
C 2.303 1.770 2.067
C 2.036 3.105 2.333
C 3.049 3.953 2.774
C 4.338 3.472 2.944
C 4.611 2.136 2.669
C 3.601 1.292 2.239
H -0.686 1.430 2.354
H 0.848 0.494 4.190
H 0.717 -1.584 5.501
H 1.051 -3.776 4.385
H 1.511 -3.853 1.951
H 1.638 -1.783 0.644
H 1.031 3.481 2.183
H 2.824 4.993 2.980
H 5.127 4.132 3.285
H 5.616 1.750 2.793
H 3.814 0.253 2.020